7
Properties=species:S:1:pos:R:3:forces:R:3:lowdin_charge:R:1 method="wB97M-V/def2-TZVPD" multiplicity=6 homo_ev="-17.924 / -22.869" orbital_gap_ev="4.9244 / 6.4048" lumo_ev="-13.00 / -16.46" de_lowest_kcal_mol=9.3 total_charge=+2 fmax_ev_per_a=6.41
H -0.782511 1.623022 -0.189056 -3.802 -1.689 0.266 0.3277
O -0.221916 -1.168067 -0.362516 0.638 -1.668 0.052 0.2211
C -0.439541 -0.027164 0.251730 -2.989 -2.443 -0.086 -0.6301
O -1.477419 0.660126 -0.045525 1.488 3.676 -0.682 0.3152
O 0.557720 0.765803 0.143638 5.696 2.861 0.717 -0.0127
Rh 2.421821 0.038178 -0.058314 -0.692 0.019 -0.308 1.6054
H -0.058153 -1.891899 0.260044 -0.339 -0.756 0.041 0.1734